ORCA calculation (ωB97M-V with the def2-TZVPD basis set) on C24H20BN4O4S4SbTc as an isolated structure at a distorted geometry.

```
59
Properties=species:S:1:pos:R:3:forces:R:3
Tc -1.3715 -0.8498 -0.0523 -1.355 -0.464 -0.393
O -1.6571 1.6749 3.2451 0.033 0.260 0.149
C -1.5623 0.7754 2.4663 0.029 -0.060 -0.532
N -1.4062 0.8734 1.0616 0.261 -0.003 0.001
C -1.4014 2.1299 0.4248 -0.050 -0.463 0.261
O -1.4605 3.2074 0.9388 0.023 0.179 0.100
C -1.3194 1.9726 -1.0664 0.022 -0.410 0.165
C -1.2881 3.0650 -1.8943 -0.020 0.165 -0.092
C -1.1934 2.8558 -3.2617 0.012 0.110 -0.029
C -1.1228 1.5607 -3.7405 -0.043 -0.030 -0.077
C -1.1658 0.5078 -2.8500 -0.105 0.023 0.266
N -1.2752 0.7085 -1.5237 0.035 -0.084 0.006
C -1.6621 -0.6583 2.9045 0.065 0.022 -0.500
C -1.8135 -0.9921 4.2261 -0.015 -0.083 0.237
C -1.9168 -2.3335 4.5568 0.003 0.071 0.124
C -1.8754 -3.2835 3.5497 -0.010 -0.153 -0.046
C -1.7375 -2.8796 2.2372 -0.018 0.286 0.014
N -1.6252 -1.5759 1.9274 -0.136 0.052 -0.164
H -1.3368 4.0473 -1.4438 0.002 -0.013 -0.033
H -1.1572 3.6956 -3.9437 -0.024 -0.022 0.013
H -1.0241 1.3500 -4.7962 -0.014 0.024 0.035
H -1.1204 -0.5159 -3.1809 -0.016 -0.018 -0.025
H -1.8459 -0.1937 4.9550 -0.005 -0.040 0.008
H -2.0343 -2.6335 5.5898 -0.004 -0.009 -0.020
H -1.9645 -4.3397 3.7641 0.011 0.029 0.016
H -1.7338 -3.5795 1.4149 -0.009 -0.030 -0.015
S -3.2894 -4.8550 -0.6898 -0.258 -0.252 0.458
Sb -2.5095 -3.8886 -2.4810 -0.162 0.230 -0.501
S -3.5152 -1.2600 -0.4039 1.300 -0.103 0.517
S -0.6167 -2.5196 -1.1946 -0.022 0.950 0.397
S -3.8552 -1.5456 -2.3347 0.072 -0.059 -0.399
C 2.1126 -2.6422 0.7004 0.053 0.044 0.197
C 1.7736 -1.4675 1.5783 0.055 0.078 -0.461
C 1.5827 -1.4727 2.9135 -0.023 0.197 0.565
C 1.4636 -0.1104 3.3671 -0.041 -0.550 0.274
C 1.5865 0.7100 2.3029 0.071 0.142 -0.600
C 1.6118 2.2176 2.3137 0.012 -0.227 -0.103
N 1.7498 -0.1111 1.1548 0.078 0.120 0.300
H 2.6272 -3.3808 1.3130 -0.028 -0.021 0.034
H 2.7700 -2.3887 -0.1283 -0.021 0.071 0.077
H 1.2299 -3.1246 0.2735 0.184 0.032 0.111
H 1.5892 -2.3639 3.5257 -0.001 0.089 0.004
H 1.3403 0.2289 4.3861 -0.006 -0.068 -0.061
H 2.5163 2.5669 2.8129 0.008 -0.027 0.020
H 0.7560 2.6051 2.8608 -0.084 -0.019 0.114
H 1.5946 2.6716 1.3296 -0.014 -0.113 -0.048
O 1.9113 -0.5415 -1.2852 0.054 0.328 0.078
B 1.8953 0.3297 -0.1899 -0.109 0.212 -0.448
O 1.9309 1.6623 -0.6049 0.087 -0.323 -0.082
C 2.0089 1.6002 -1.9842 -0.025 0.348 0.356
C 2.0970 2.6431 -2.8693 -0.013 0.063 -0.316
C 2.1305 2.2994 -4.2262 0.024 -0.066 0.127
C 2.0885 0.9689 -4.6370 0.075 -0.030 0.094
C 2.0267 -0.0797 -3.7117 -0.028 0.147 -0.276
C 1.9832 0.2854 -2.3904 0.041 -0.500 0.083
H 2.1352 3.6711 -2.5314 0.007 -0.048 -0.022
H 2.2007 3.0834 -4.9695 0.009 -0.028 0.024
H 2.1274 0.7376 -5.6934 0.009 0.010 0.013
H 2.0175 -1.1186 -4.0153 0.020 0.032 0.004
```
Positions in Å, forces in eV/Å.

Its multiplicity is 1. The calculation puts the gap between HOMO and LUMO (spin up / spin down) at 5.11 / 5.11 eV. Its energy above the lowest of the compared OMol25 structures with the same formula, charge and spin is 114.8 kJ/mol. The lowest unoccupied orbital energy (spin up / spin down) is -5.733 / -5.730 eV. The net charge is +1. For the HOMO energy (spin up / spin down), the calculation gives -10.8 / -10.8 eV.

natural (NBO) population analysis, charges in e, atoms 1 to 2:
1 Tc 0.59
2 O -0.49